# 1
Here is C15H30FNOP2Pd as an isolated structure from the OMol25 dataset. Energies are from ωB97M-V with the def2-TZVPD basis set.

Last column: Löwdin charge in e.
Atoms and positions in Å:
Pd (0.24, -0.42, 0.30)  0.3627
P (-1.09, -0.14, 2.20)  0.6726
P (2.26, 0.50, -2.13)  0.7416
N (-1.41, -0.15, -0.85)  0.0292
H (-0.09, 0.92, 1.35)  0.0008
C (-1.47, 1.36, 3.17)  -0.2654
H (-2.03, 1.06, 4.07)  0.0451
H (-2.06, 2.05, 2.55)  0.0541
H (-0.54, 1.87, 3.46)  0.0319
C (-0.36, -1.25, 3.44)  -0.2437
H (-1.05, -1.22, 4.29)  0.0450
H (0.64, -0.93, 3.74)  0.0342
H (-0.31, -2.26, 3.01)  0.0532
C (-2.68, -0.92, 1.87)  -0.2529
H (-3.16, -1.07, 2.85)  0.0498
H (-2.51, -1.88, 1.38)  0.0506
H (-3.30, -0.28, 1.24)  0.0472
C (2.53, 1.89, -3.22)  -0.1900
H (2.75, 1.52, -4.23)  0.0590
H (3.36, 2.55, -2.89)  0.0710
H (1.57, 2.44, -3.24)  0.0744
C (3.50, -0.74, -2.06)  -0.1822
H (4.02, -0.72, -3.01)  0.0561
H (2.98, -1.69, -1.96)  0.0642
H (4.24, -0.64, -1.26)  0.0629
C (0.77, -0.26, -2.66)  -0.2715
H (0.89, -0.49, -3.72)  0.0650
H (-0.11, 0.36, -2.51)  0.0375
H (0.58, -1.19, -2.14)  0.0271
C (-2.49, -0.37, -1.57)  -0.4380
C (-4.55, 0.56, -2.59)  -0.1814
C (-3.38, 0.74, -1.89)  -0.1106
C (-2.90, -1.68, -2.09)  -0.1069
C (-4.08, -1.83, -2.79)  -0.1786
C (-4.92, -0.73, -3.04)  -0.1224
H (-5.20, 1.41, -2.80)  0.0741
H (-3.06, 1.72, -1.53)  0.0743
H (-2.23, -2.51, -1.90)  0.0754
H (-4.36, -2.82, -3.16)  0.0771
H (-5.84, -0.87, -3.58)  0.0893
C (2.90, 0.17, 2.05)  -0.5087
O (2.20, -0.57, 1.29)  -0.1847
C (2.43, 1.41, 2.76)  -0.0634
H (3.29, 2.05, 3.07)  0.0894
H (1.84, 1.10, 3.65)  0.0747
H (1.73, 1.98, 2.12)  0.0525
C (4.30, -0.23, 2.35)  -0.0540
H (5.06, 0.51, 2.05)  0.0794
H (4.56, -1.17, 1.89)  0.0727
H (4.43, -0.38, 3.43)  0.0843
F (2.10, 1.28, -0.73)  -0.2237

As for the total charge: 0. The molecular weight is 427.8 g/mol. The calculation puts the largest force on an atom at 2.9 eV Å⁻¹. As for the expectation value of S²: 6.0500. Its spin multiplicity is 5. The total energy comes out at -44345.069 eV. For the HOMO energy (spin up / spin down), the calculation gives -2.09 / -6.43 eV. As for the gap between HOMO and LUMO (spin up / spin down): 0.0820 / 0.2345 Ha.

---

# 2
Here is a 2-piece molecular cluster, C5H8O overall from the OMol25 dataset. Energies are from ωB97M-V with the def2-TZVPD basis set.

Last column: Löwdin charge in e.
Atoms and positions in Å:
C (-0.15, 1.65, 0.42)  -0.0759
C (1.06, 1.08, 0.38)  -0.0451
C (0.98, -0.39, 0.18)  -0.2481
O (0.09, -1.19, 0.95)  -0.0129
C (-0.48, -0.57, -0.16)  -0.3276
C (-1.27, 0.66, 0.21)  -0.1134
H (-0.32, 2.69, 0.64)  0.0952
H (2.01, 1.60, 0.34)  0.1018
H (1.89, -0.95, -0.07)  0.1371
H (-0.66, -1.00, -1.13)  0.0811
H (-2.00, 0.95, -0.55)  0.1148
H (-1.85, 0.49, 1.14)  0.1294
H (0.00, -2.58, -1.10)  0.0804
H (0.71, -2.43, -1.25)  0.0831

As for the total charge: 0. The molecular weight is 84.1 g/mol. As for the structure (SMILES): C1=C[C@H]2O[C@H]2C1.[H][H]. The calculation puts the largest force on an atom at 1.1 eV Å⁻¹. Its spin multiplicity is 1. The total energy comes out at -7358.510 eV. For the HOMO energy, the calculation gives -8.98 eV. As for the gap between HOMO and LUMO: 0.3731 Ha.

---

# 3
Here is C14H24Cl16FNO2Si2 as an isolated structure from the OMol25 dataset. Energies are from ωB97M-V with the def2-TZVPD basis set.

Last column: Löwdin charge in e.
Atoms and positions in Å:
C (2.67, -0.36, -0.26)  -0.2322
C (1.87, -0.58, -1.34)  -0.3557
Si (0.17, -1.39, -1.18)  0.5012
C (0.47, -3.22, -0.95)  -0.1803
O (-0.57, -0.65, 0.14)  -0.2876
Si (-2.21, -0.37, 0.18)  0.5462
C (-2.41, 1.17, 1.28)  -0.1959
C (-1.03, 1.86, 1.55)  -0.3415
N (-0.35, 1.41, 2.76)  -0.0027
C (-3.23, -1.75, 0.97)  -0.1710
C (-2.60, -3.15, 0.94)  -0.4632
C (-3.38, -4.08, 1.91)  -0.0326
O (-2.69, -3.69, -0.38)  -0.0602
C (-3.00, 0.05, -1.49)  -0.3930
C (-4.33, 0.81, -1.36)  -0.0755
F (-3.28, -1.11, -2.25)  -0.1033
H (3.65, -0.86, -0.10)  -0.0492
H (2.39, 0.37, 0.50)  -0.0078
H (2.20, -0.24, -2.33)  -0.0347
H (-0.50, -1.18, -2.47)  0.0208
H (1.49, -3.45, -1.23)  -0.0036
H (-0.17, -3.76, -1.64)  0.0326
H (0.30, -3.57, 0.06)  0.0320
H (-3.05, 1.92, 0.83)  0.0631
H (-2.78, 0.86, 2.26)  0.0696
H (-1.20, 2.93, 1.66)  0.0678
H (-0.36, 1.76, 0.69)  0.0920
H (-0.11, 0.42, 2.70)  0.0564
H (-0.98, 1.54, 3.54)  0.0631
H (-4.16, -1.81, 0.39)  0.0954
H (-3.53, -1.45, 1.97)  0.0769
H (-1.54, -3.10, 1.20)  0.1127
H (-2.71, -4.69, 2.52)  0.0734
H (-4.04, -4.70, 1.31)  0.0778
H (-4.01, -3.48, 2.55)  0.0648
H (-3.58, -3.56, -0.71)  0.0902
H (-2.32, 0.67, -2.08)  0.1050
H (-4.63, 1.00, -0.33)  0.0560
H (-5.11, 0.18, -1.79)  0.0812
H (-4.33, 1.72, -1.95)  0.0762
C (3.24, 3.02, -3.36)  -1.9895
Cl (5.01, 3.13, -3.42)  0.5283
Cl (2.78, 1.68, -2.28)  0.6462
Cl (2.57, 4.53, -2.74)  0.4809
Cl (2.61, 2.71, -4.98)  0.5349
C (4.91, 1.73, 2.13)  -2.0350
Cl (3.55, 0.72, 2.61)  0.5646
Cl (4.40, 2.82, 0.84)  0.5283
Cl (5.47, 2.67, 3.52)  0.5320
Cl (6.23, 0.70, 1.55)  0.5211
C (-0.69, 6.83, -0.87)  -2.0489
Cl (-1.87, 6.59, -2.17)  0.5259
Cl (-0.92, 8.42, -0.15)  0.5300
Cl (-0.91, 5.58, 0.36)  0.5337
Cl (0.94, 6.70, -1.54)  0.4862
C (5.15, -4.07, 0.50)  -2.0172
Cl (3.86, -2.90, 0.17)  0.6252
Cl (6.50, -3.25, 1.29)  0.5250
Cl (4.54, -5.35, 1.55)  0.5295
Cl (5.70, -4.77, -1.02)  0.5344

As for the total charge: 0. The molecular weight is 880.8 g/mol. The calculation puts the largest force on an atom at 3.0 eV Å⁻¹. Its spin multiplicity is 1. The total energy comes out at -239321.768 eV. For the HOMO energy, the calculation gives -7.97 eV. As for the gap between HOMO and LUMO: 0.2835 Ha.

---

# 4
Here is a 3-piece molecular cluster, C5H7NO overall from the OMol25 dataset. Energies are from ωB97M-V with the def2-TZVPD basis set.

Last column: Löwdin charge in e.
Atoms and positions in Å:
N (2.37, -1.62, 0.57)  0.0619
C (1.49, -1.76, 1.33)  -0.0424
O (1.76, 0.72, -1.07)  -0.0334
C (0.98, 1.54, -0.65)  -0.1630
C (-1.62, 0.61, 0.48)  -0.1035
C (-1.65, -0.45, -0.59)  -0.1649
C (-1.33, -0.58, 0.87)  -0.0897
H (3.06, -1.40, -0.12)  0.0690
H (0.20, 1.99, -1.29)  0.0885
H (1.01, 1.89, 0.40)  0.0877
H (-1.78, 1.65, 0.71)  0.0940
H (-0.85, -0.51, -1.33)  0.0653
H (-2.61, -0.82, -0.96)  0.0731
H (-1.02, -1.27, 1.65)  0.0575

As for the total charge: 0. The molecular weight is 97.1 g/mol. The calculation puts the largest force on an atom at 1.2 eV Å⁻¹. Its spin multiplicity is 1. The total energy comes out at -8830.993 eV. For the HOMO energy, the calculation gives -9.46 eV. As for the gap between HOMO and LUMO: 0.3735 Ha.

---

# 5
Here is C16H17N6S3Ti as an isolated structure from the OMol25 dataset. Energies are from ωB97M-V with the def2-TZVPD basis set.

Last column: Löwdin charge in e.
Atoms and positions in Å:
Ti (0.03, 1.17, 0.85)  0.7086
N (0.83, -1.75, -1.83)  0.1776
C (-0.32, -2.48, -2.24)  -0.2180
C (-0.14, -3.68, -2.92)  0.0047
C (-1.25, -4.42, -3.32)  -0.0376
C (-2.52, -3.97, -3.03)  -0.0372
C (-2.70, -2.77, -2.35)  -0.0740
C (-1.60, -2.03, -1.96)  -0.4322
S (-1.84, -0.46, -1.15)  1.0436
N (-0.27, -0.16, -0.53)  -0.3941
C (0.82, -0.72, -1.00)  -0.2902
C (2.08, -0.07, -0.57)  -0.1461
C (3.34, -0.37, -1.07)  0.0445
C (4.41, 0.43, -0.71)  0.0225
C (4.21, 1.50, 0.14)  0.0185
C (2.93, 1.73, 0.62)  -0.0574
N (1.89, 0.96, 0.28)  -0.0429
H (1.72, -2.13, -2.12)  0.1519
H (0.86, -4.03, -3.14)  0.1274
H (-1.10, -5.35, -3.85)  0.1239
H (-3.39, -4.53, -3.34)  0.1244
H (-3.70, -2.40, -2.13)  0.1195
H (3.49, -1.20, -1.75)  0.1282
H (5.40, 0.22, -1.10)  0.1383
H (5.02, 2.15, 0.43)  0.1353
H (2.73, 2.54, 1.32)  0.1251
S (-0.84, 4.71, -1.83)  0.8578
C (-0.65, 3.60, -0.77)  -0.8669
N (-0.50, 2.73, 0.07)  -0.0808
C (-1.11, -0.94, 2.53)  -0.0726
N (-1.64, 0.38, 2.12)  -0.1093
C (-1.13, 1.52, 2.75)  -0.8468
S (0.52, 1.50, 3.21)  0.8254
N (-1.90, 2.59, 2.86)  -0.0033
C (-1.40, 3.92, 3.19)  -0.0486
H (-1.78, -1.72, 2.19)  0.1092
H (-1.01, -1.01, 3.61)  0.1051
H (-0.12, -1.12, 2.10)  0.0640
H (-2.65, 0.37, 2.02)  0.1537
H (-2.88, 2.51, 2.62)  0.1644
H (-0.51, 4.13, 2.60)  0.0749
H (-1.15, 3.99, 4.24)  0.1027
H (-2.17, 4.65, 2.96)  0.1065

As for the total charge: +2. The molecular weight is 437.4 g/mol. The calculation puts the largest force on an atom at 2.6 eV Å⁻¹. As for the expectation value of S²: 0.7567. Its spin multiplicity is 2. The total energy comes out at -81417.462 eV. For the HOMO energy (spin up / spin down), the calculation gives -13.88 / -13.88 eV. As for the gap between HOMO and LUMO (spin up / spin down): 0.2385 / 0.2373 Ha.

---

# 6
Here is C25H23Br2FeN3O as an isolated structure from the OMol25 dataset. Energies are from ωB97M-V with the def2-TZVPD basis set.

Last column: Löwdin charge in e.
Atoms and positions in Å:
Fe (-1.00, 0.31, -1.79)  0.9559
C (-4.32, 2.72, -0.67)  -0.0819
C (-2.81, 2.44, -0.77)  -0.2050
C (-2.16, 2.25, 0.62)  -0.1542
C (-2.39, 3.25, 1.60)  -0.0609
C (-1.88, 3.11, 2.89)  -0.0714
C (-1.38, 1.86, 3.28)  -0.0650
C (-1.37, 0.79, 2.42)  -0.2015
C (-1.24, -0.59, 2.97)  -0.2128
C (-1.99, -0.65, 4.28)  -0.1126
C (-1.43, 1.06, 1.02)  -0.1740
N (-0.92, 0.18, 0.06)  -0.0733
C (0.39, -0.45, 0.06)  -0.1686
C (0.67, -1.43, -1.87)  -0.3454
C (1.55, -2.21, -2.84)  0.1056
C (0.78, -2.66, -3.90)  0.0067
C (-0.49, -2.03, -3.78)  0.0040
N (-0.55, -1.25, -2.66)  -0.0406
H (-4.65, 3.37, -1.48)  0.0834
H (-4.57, 3.24, 0.24)  0.0612
H (-4.90, 1.79, -0.71)  0.0823
H (-2.29, 3.29, -1.23)  0.1184
H (-2.73, 1.51, -1.39)  0.0624
H (-2.94, 4.15, 1.26)  0.1208
H (-1.98, 3.97, 3.61)  0.1245
H (-0.98, 1.75, 4.29)  0.1219
H (-0.21, -0.91, 3.13)  0.1169
H (-1.75, -1.30, 2.24)  0.1243
H (-1.44, -0.19, 5.12)  0.0819
H (-2.11, -1.70, 4.58)  0.0792
H (-2.98, -0.22, 4.20)  0.0861
H (0.95, -0.19, 0.92)  0.1491
H (2.55, -2.55, -2.57)  0.1349
H (1.07, -3.28, -4.73)  0.1198
H (-1.39, -2.21, -4.37)  0.1380
C (-0.87, -2.81, -0.22)  0.0024
C (0.39, -1.95, -0.42)  -0.3167
C (1.65, -2.53, 0.12)  0.0005
C (2.87, -1.92, 0.12)  -0.0499
C (3.32, -0.73, -0.59)  -0.1906
C (4.69, -0.47, -0.57)  -0.5584
Br (6.04, -1.51, 0.26)  0.8759
C (5.29, 0.67, -1.08)  -0.2381
C (4.57, 1.61, -1.74)  -0.5625
Br (5.60, 3.09, -2.35)  0.8394
C (3.16, 1.39, -2.03)  -0.3542
O (2.50, 2.00, -2.85)  0.0936
C (2.53, 0.21, -1.25)  -0.0586
N (1.14, -0.03, -1.32)  0.0614
H (-0.81, -3.52, 0.61)  0.0952
H (-1.02, -3.41, -1.14)  0.0941
H (-1.74, -2.20, -0.07)  0.0587
H (1.62, -3.57, 0.52)  0.1424
H (3.59, -2.36, 0.78)  0.0665
H (6.35, 0.82, -0.84)  0.0886

As for the total charge: +1. The molecular weight is 597.1 g/mol. The calculation puts the largest force on an atom at 4.5 eV Å⁻¹. As for the expectation value of S²: 8.8234. Its spin multiplicity is 6. The total energy comes out at -207276.321 eV. For the HOMO energy (spin up / spin down), the calculation gives -10.20 / -10.30 eV. As for the gap between HOMO and LUMO (spin up / spin down): 0.2018 / 0.1897 Ha.

---

Q: The highest total charge belongs to which entry?
A: C16H17N6S3Ti

---

Q: The lowest molecular weight belongs to which entry?
A: C5H8O

---

Q: The highest total charge belongs to which entry?
A: C16H17N6S3Ti